DFT (wB97M-V/def2-TZVPD) results for an isolated molecule of C5H8N2.

```
15
C5H8N2 | the OMol25 dataset | wB97M-V/def2-TZVPD
C -1.682 0.283 1.544
N -0.724 0.286 0.469
C -0.692 1.017 -0.681
C 0.441 0.667 -1.382
C 1.121 -0.324 -0.618
N 2.357 -0.916 -0.938
C 0.365 -0.548 0.506
H -1.908 -0.762 1.789
H -1.273 0.752 2.447
H -2.592 0.803 1.239
H -1.477 1.720 -0.930
H 0.742 1.053 -2.348
H 2.430 -1.142 -1.921
H 2.520 -1.753 -0.395
H 0.418 -1.280 1.300
```

## Properties
net charge	0
2S+1	1
SMILES	Cn1ccc(N)c1
HOMO	-7.4568	eV
energy relative to the best compared isomer or geometry (same formula, charge and spin)	11.9	kcal per mole


DFT (wB97M-V/def2-TZVPD) results for an isolated ion of composition C4H10N2O and charge +1.

```
17
C4H10N2O | the OMol25 dataset | wB97M-V/def2-TZVPD
C -2.526 1.109 -0.801
N -1.518 0.618 0.013
C -0.192 1.261 0.082
C 1.017 0.362 0.340
N 1.131 -0.794 -0.502
C 1.400 -1.975 0.346
O -2.162 1.900 -1.592
H -3.465 0.684 -0.646
H -1.441 -0.104 0.622
H -0.224 1.889 -0.805
H -0.034 2.148 0.693
H 0.893 0.037 1.409
H 2.035 0.885 0.271
H 0.476 -0.981 -1.226
H 0.805 -2.420 1.210
H 1.432 -2.778 -0.313
H 2.373 -1.842 0.898
```

## Properties
net charge	+1
2S+1	2
HOMO (spin up / spin down)	-13.7581 / -13.7349	eV
energy relative to the best compared isomer or geometry (same formula, charge and spin)	64.3	kcal per mole


DFT (wB97M-V/def2-TZVPD) results for a 2-piece molecular cluster, C10H15NO overall.

```
27
C10H15NO | the OMol25 dataset | wB97M-V/def2-TZVPD
C 2.593 -0.769 0.962
C 1.325 0.601 -2.338
C 1.616 -0.266 -1.316
C 1.399 1.989 -2.167
C 2.233 0.179 -0.135
C 1.981 2.458 -1.010
C 2.510 1.525 -0.107
H 0.727 0.258 -3.181
H 1.219 -1.272 -1.413
H 0.940 2.631 -2.905
H 1.827 3.486 -0.703
H 2.561 -0.331 1.945
H 3.605 -1.140 0.740
H 3.086 1.941 0.716
H 1.973 -1.666 0.935
C -2.003 -1.767 0.573
C -3.250 -2.258 -0.132
C -2.208 -0.442 1.293
O -2.022 0.620 0.734
N -2.610 -0.521 2.595
H -1.711 -2.486 1.355
H -1.084 -1.664 0.006
H -3.531 -1.638 -0.979
H -2.574 0.288 3.187
H -2.921 -1.402 2.962
H -4.121 -2.184 0.532
H -3.134 -3.288 -0.468
```

## Properties
net charge	0
2S+1	1
SMILES	Cc1ccccc1.CCC(N)=O
HOMO	-8.8181	eV
energy relative to the best compared isomer or geometry (same formula, charge and spin)	14.0	kcal per mole


DFT (wB97M-V/def2-TZVPD) results for an isolated ion of composition C4H12N3S and charge -1.

```
20
C4H12N3S | the OMol25 dataset | wB97M-V/def2-TZVPD
C -0.461 -0.043 1.758
N -1.928 -0.365 1.617
C 0.107 -0.102 0.258
C 0.140 1.178 -0.621
S -1.450 2.077 -0.747
N 1.457 -0.725 0.434
C 2.059 -1.194 -0.889
N 1.489 -2.663 -1.126
H -0.421 0.930 2.360
H -0.174 -0.798 2.369
H -2.311 -0.582 0.612
H -2.499 0.371 1.969
H -0.445 -0.885 -0.219
H 0.684 1.945 -0.046
H 0.663 0.892 -1.532
H 2.109 0.008 0.826
H 3.127 -1.214 -0.759
H 1.662 -0.580 -1.725
H 0.530 -2.836 -0.744
H 2.079 -3.246 -0.679
```

## Properties
net charge	-1
2S+1	1
SMILES	NCN[C@@H](CN)C[S-]
HOMO	-2.4764	eV
energy relative to the best compared isomer or geometry (same formula, charge and spin)	71.0	kcal per mole


> Look up the energy relative to the best compared isomer or geometry (same formula, charge and spin) of the second one.

64.3 kcal per mole